# C34H57F3N2O2SiY

A molecular structure, C34H57F3N2O2SiY in a non-equilibrium geometry (the ωB97M-V functional and the def2-TZVPD basis, the Open Molecules 2025 dataset).

Geometry (Å):
O  0.3303  3.3574  0.5084
O  -0.9069  2.7924  -1.5700
C  0.2032  3.4973  1.9785
C  1.2169  2.8874  2.9584
H  -0.7825  3.0328  2.1379
H  0.0744  4.5904  2.2403
H  1.1451  1.8047  3.0279
H  0.9847  3.3335  3.9421
H  2.2461  3.1743  2.7213
C  1.6189  2.6790  0.0974
C  2.7303  3.6259  -0.4032
H  1.3246  1.9351  -0.6738
H  1.9581  2.1063  0.9872
H  2.3925  4.0940  -1.3121
H  3.6378  3.0691  -0.6296
H  3.0571  4.4456  0.2492
C  -0.8568  2.0972  -2.9586
C  -1.4768  4.2099  -1.4085
C  0.5678  1.9757  -3.3876
H  -1.4646  2.7578  -3.5718
H  -1.2967  1.1171  -2.7518
H  1.0398  2.9667  -3.3648
H  0.5759  1.6308  -4.4288
H  1.2114  1.2779  -2.8321
C  -0.5645  5.0630  -2.2407
H  -1.3265  4.3573  -0.3312
H  -2.5202  4.1006  -1.7306
H  0.4992  4.8120  -2.0158
H  -0.7941  6.1086  -1.9789
H  -0.7593  4.8574  -3.3094
H  -0.3704  2.6000  -0.7394
N  1.5176  -2.0662  1.5719
C  1.8151  -3.3735  1.6097
C  1.2318  -4.3476  0.7952
C  0.4808  -4.1089  -0.3526
C  2.8713  -3.8885  2.5588
H  2.7975  -3.4393  3.5524
H  3.8881  -3.7049  2.1783
H  2.7367  -4.9690  2.7068
C  0.3129  -5.2450  -1.3227
H  0.7159  -5.0174  -2.3048
H  -0.7238  -5.5547  -1.4040
H  0.8886  -6.0735  -0.9216
N  -0.1024  -2.9438  -0.6213
C  2.5207  -1.1737  2.0914
C  2.4155  -0.6892  3.4122
C  1.3156  -1.1322  4.3270
C  3.3814  0.1809  3.8890
H  3.2750  0.5965  4.8966
C  4.4856  0.5380  3.1218
H  5.2427  1.2277  3.5229
C  4.6234  -0.0112  1.8438
H  5.5088  0.2347  1.2527
C  3.6855  -0.9030  1.3409
C  3.9507  -1.5625  0.0271
C  -0.8261  -2.6295  -1.8102
C  -2.2296  -2.7454  -1.7958
C  -2.9083  -3.4074  -0.6287
C  -2.9546  -2.0885  -2.8078
H  -4.0526  -2.1570  -2.7963
C  -2.2887  -1.3804  -3.7880
H  -2.8477  -0.8953  -4.5931
C  -0.8847  -1.3363  -3.8234
H  -0.3623  -0.8343  -4.6347
C  -0.1293  -1.9670  -2.8501
C  1.3718  -1.8110  -2.8027
Y  -0.7683  -1.5095  0.8430
H  0.3196  -0.8936  3.9360
H  1.4209  -0.6149  5.2926
H  1.3430  -2.2078  4.5460
H  3.0793  -1.5022  -0.6380
H  4.2454  -2.6240  0.1239
H  4.7878  -1.0572  -0.4852
H  -3.9920  -3.4804  -0.8157
H  -2.8173  -2.8673  0.3497
H  -2.5257  -4.4309  -0.4618
H  1.8568  -2.6543  -2.2995
H  1.6869  -0.9054  -2.2595
H  1.7841  -1.7130  -3.8179
H  1.5639  -5.3671  0.9563
C  -1.6672  0.2961  0.0359
Si  -3.3552  1.0326  -0.1401
H  -0.9345  -0.0469  -0.8746
H  -1.1575  0.6451  1.0826
C  -3.7388  2.5881  0.8869
C  -4.5736  -0.2845  0.2980
C  -3.8571  1.4860  -1.8770
H  -4.9604  1.4649  -1.8641
H  -3.5178  0.7418  -2.6070
H  -3.5791  2.4926  -2.2148
H  -3.6456  2.3765  1.9498
H  -4.7803  2.8639  0.6916
H  -3.1143  3.4502  0.6483
H  -4.3460  -0.8283  1.2237
H  -4.6493  -0.9868  -0.5445
H  -5.5496  0.2145  0.4156
F  -1.5216  -2.8484  3.5837
C  -2.0556  -1.7690  2.8383
F  -3.4310  -2.0504  2.7953
F  -1.9674  -0.6893  3.7517

Summary:
* charge: +1
* relative energy (zero: lowest compared OMol25 entry of this formula, charge and spin): 106.1 kcal per mole
* spin multiplicity: 1

# C34H57F3N2O2SiY

A molecular structure, C34H57F3N2O2SiY in a non-equilibrium geometry (the ωB97M-V functional and the def2-TZVPD basis, the Open Molecules 2025 dataset).

Geometry (Å):
O  1.5938  -2.4306  -3.4593
O  1.0276  -1.0512  -5.2320
C  2.9460  -2.3846  -2.8528
C  2.9668  -3.0265  -1.5218
H  3.2236  -1.3221  -2.8083
H  3.5855  -2.8926  -3.5755
H  2.4464  -2.4299  -0.7640
H  4.0049  -3.1289  -1.2347
H  2.5453  -4.0244  -1.5182
C  0.3832  -2.9941  -2.7953
C  0.0256  -4.1963  -3.6209
H  -0.3903  -2.2171  -2.8611
H  0.5993  -3.1824  -1.7438
H  -0.1720  -3.8833  -4.6443
H  -0.8726  -4.6853  -3.1968
H  0.8399  -4.9394  -3.6240
C  -0.1443  -0.2262  -5.3810
C  1.9324  -0.9963  -6.3857
C  -1.3965  -1.0465  -5.2376
H  -0.1470  0.2295  -6.3826
H  -0.0883  0.5913  -4.6339
H  -1.2838  -2.0049  -5.7498
H  -2.1788  -0.4639  -5.7426
H  -1.6788  -1.2015  -4.1942
C  1.4821  -2.0591  -7.3478
H  2.9417  -1.1350  -5.9729
H  1.8997  0.0099  -6.8420
H  1.1078  -2.9210  -6.7920
H  2.3080  -2.3393  -7.9906
H  0.6534  -1.6588  -7.9612
H  1.4372  -2.2055  -4.4446
N  -0.6596  -0.3552  1.2258
C  -1.5003  0.1373  2.1609
C  -2.2553  1.3100  1.9980
C  -2.5201  2.0187  0.8149
C  -1.6315  -0.6273  3.4606
H  -0.6494  -0.9981  3.7780
H  -2.3090  -1.4879  3.3516
H  -2.0301  0.0188  4.2510
C  -3.6840  2.9745  0.7807
H  -4.4140  2.6908  0.0135
H  -3.3846  4.0148  0.6080
H  -4.1821  2.9312  1.7526
N  -1.7499  1.9046  -0.2793
C  -0.3348  -1.7434  1.2198
C  0.9159  -2.1828  1.7051
C  1.8830  -1.1968  2.2699
C  1.2055  -3.5446  1.7018
H  2.1641  -3.8829  2.0814
C  0.2691  -4.4741  1.2300
H  0.5142  -5.5366  1.2334
C  -0.9664  -4.0328  0.7734
H  -1.7149  -4.7576  0.4146
C  -1.2908  -2.6870  0.7828
C  -2.6398  -2.2002  0.3562
C  -2.0653  2.5345  -1.5199
C  -1.4448  3.7544  -1.8438
C  -0.6165  4.4636  -0.8028
C  -1.4660  4.2120  -3.1706
H  -0.9206  5.1151  -3.4263
C  -2.1495  3.4694  -4.1349
H  -2.1414  3.7998  -5.1776
C  -2.8476  2.3176  -3.7955
H  -3.3968  1.7475  -4.5462
C  -2.8410  1.8362  -2.4731
C  -3.5231  0.5517  -2.1313
Y  0.4546  1.2160  -0.1731
H  2.2838  -0.4929  1.5148
H  2.7511  -1.7348  2.6721
H  1.4515  -0.6005  3.0879
H  -2.5604  -1.3721  -0.3588
H  -3.2328  -1.8547  1.2133
H  -3.2032  -3.0119  -0.1246
H  -0.2713  5.4248  -1.1991
H  0.2977  3.8903  -0.5210
H  -1.1950  4.6571  0.1126
H  -3.9334  0.5446  -1.1110
H  -2.8542  -0.3161  -2.2300
H  -4.3596  0.3887  -2.8242
H  -2.7918  1.6699  2.8762
C  1.1694  1.7886  -2.0926
Si  2.2947  2.5745  -3.3345
H  0.2807  1.4931  -2.7432
H  1.6845  0.7449  -1.9655
C  3.8115  1.5448  -3.7065
C  2.6727  4.2334  -2.5847
C  1.4672  2.7937  -4.9953
H  1.9131  3.6825  -5.4606
H  0.3849  2.9542  -4.9195
H  1.6427  1.9329  -5.6497
H  4.3677  1.2919  -2.7833
H  4.4847  2.1018  -4.3679
H  3.5418  0.5985  -4.2087
H  2.9436  4.1244  -1.5280
H  1.7772  4.8658  -2.6381
H  3.4960  4.7124  -3.1242
F  2.2419  2.3770  2.4290
C  2.3906  2.3344  1.0499
F  2.8198  3.6107  0.7216
F  3.5321  1.5452  0.8571

Summary:
* charge: +1
* relative energy (zero: lowest compared OMol25 entry of this formula, charge and spin): 85.6 kcal per mole
* spin multiplicity: 1

Number 1: HOMO -10.569 eV, LUMO -0.072 Ha, Kohn-Sham gap 0.316 Ha. Number 2: HOMO -10.465 eV, LUMO -0.092 Ha, Kohn-Sham gap 0.293 Ha.